Record 1
{
  "formula": "C19H42Cl6O7",
  "method": "ωB97M-V/def2-TZVPD",
  "spin_multiplicity": 1,
  "e_above_lowest_kcal_mol": 48.2,
  "energy_ha": -4036.7337,
  "lumo_energy_ha": 0.0074,
  "smiles": "C1CCOC1.C1CCOC1.C1CCOC1.ClCCl.ClCCl.ClCCl.OCCO.OCCO",
  "elements": ["C", "C", "C", "O", "C", "H", "H", "H", "H", "H", "H", "H", "H", "C", "C", "C", "O", "C", "H", "H", "H", "H", "H", "H", "H", "H", "C", "C", "C", "O", "C", "H", "H", "H", "H", "H", "H", "H", "H", "Cl", "C", "Cl", "H", "H", "Cl", "C", "Cl", "H", "H", "Cl", "C", "Cl", "H", "H", "O", "C", "C", "O", "H", "H", "H", "H", "H", "H", "O", "C", "C", "O", "H", "H", "H", "H", "H", "H"],
  "xyz": [[-3.2389, 8.2254, -0.8103], [-3.5822, 7.5446, 0.5262], [-4.8592, 8.3621, 0.9196], [-5.1567, 9.2224, -0.2152], [-3.9138, 9.5921, -0.8077], [-3.7158, 7.6104, -1.5735], [-2.1646, 8.3628, -0.9333], [-2.7422, 7.6218, 1.2166], [-3.7225, 6.4678, 0.4314], [-4.6991, 8.9833, 1.8009], [-5.8091, 7.8571, 1.0948], [-3.4395, 10.4048, -0.2575], [-3.9674, 9.9785, -1.8255], [-3.1033, 2.5683, 5.3975], [-4.2752, 2.9688, 6.3486], [-4.0882, 1.9499, 7.4748], [-2.8643, 1.2375, 7.2633], [-2.6115, 1.2444, 5.8524], [-2.3256, 3.3319, 5.4063], [-3.3050, 2.3707, 4.3448], [-5.1769, 3.0687, 5.7445], [-4.0627, 3.9299, 6.8169], [-4.8364, 1.1614, 7.5556], [-4.0923, 2.4388, 8.4490], [-3.3248, 0.5633, 5.3883], [-1.5944, 0.9789, 5.5643], [-1.5623, -7.3429, -5.1098], [-1.9303, -5.8282, -5.1917], [-0.6420, -5.3313, -5.9473], [0.1413, -6.3193, -6.5429], [-0.4847, -7.5633, -6.2445], [-2.4539, -7.9690, -5.1415], [-1.0774, -7.5539, -4.1566], [-1.9089, -5.3673, -4.2042], [-2.8933, -5.7913, -5.7010], [0.0434, -4.9469, -5.1920], [-0.9924, -4.5746, -6.6492], [0.3679, -8.2131, -6.0476], [-0.9786, -7.9016, -7.1554], [4.9524, 5.8586, -1.2585], [4.0725, 7.2068, -1.9157], [5.0866, 8.2297, -2.9283], [3.2378, 6.8301, -2.5070], [3.5286, 7.7464, -1.1404], [6.0849, -0.7021, -8.4236], [5.3889, -2.0779, -7.6777], [4.5249, -1.4674, -6.2510], [4.7257, -2.5234, -8.4191], [6.1426, -2.7936, -7.3492], [0.2286, 1.7767, -1.0572], [0.8293, 0.3546, -0.1206], [-0.4695, -0.8112, -0.0834], [1.6948, -0.0401, -0.6528], [1.1809, 0.5002, 0.9008], [11.2094, -1.2324, 2.6165], [9.9329, -1.5437, 2.0134], [8.9743, -0.3886, 1.6610], [9.5441, 0.6225, 0.7890], [11.6097, -1.9762, 3.0725], [10.1177, -2.2718, 1.2236], [9.6313, -2.2704, 2.7678], [8.7881, 0.0573, 2.6381], [8.0676, -0.6708, 1.1257], [10.3590, 0.9391, 1.1855], [-3.6465, -8.2282, 3.5862], [-3.2475, -6.9861, 3.0312], [-4.0011, -6.9361, 1.7125], [-4.3072, -8.0972, 0.9907], [-4.1749, -8.6808, 2.9247], [-3.3854, -6.1091, 3.6637], [-2.1912, -7.0179, 2.7641], [-3.5391, -6.2577, 0.9954], [-4.9465, -6.4386, 1.9288], [-4.9609, -7.9434, 0.3047]]
}


Record 2
{
  "formula": "C19H42N5O8",
  "method": "ωB97M-V/def2-TZVPD",
  "spin_multiplicity": 1,
  "energy_ha": -1624.8875,
  "lumo_energy_ha": 0.0584,
  "total_charge": -1,
  "elements": ["O", "C", "O", "C", "C", "C", "O", "H", "H", "H", "H", "H", "H", "H", "C", "O", "N", "C", "C", "H", "H", "H", "H", "H", "H", "H", "C", "O", "N", "C", "C", "H", "H", "H", "H", "H", "H", "H", "C", "O", "N", "C", "C", "H", "H", "H", "H", "H", "H", "H", "C", "O", "N", "C", "C", "H", "H", "H", "H", "H", "H", "H", "C", "O", "N", "C", "C", "H", "H", "H", "H", "H", "H", "H"],
  "xyz": [[4.5976, -0.3092, 2.9105], [3.8729, -0.4318, 1.8941], [3.6702, -1.4692, 1.2262], [3.1051, 0.8371, 1.4805], [1.8681, 1.0392, 2.3665], [0.8822, -0.0962, 2.2459], [-0.1939, 0.1727, 1.3127], [3.7586, 1.7074, 1.5910], [2.7626, 0.8233, 0.4427], [1.3969, 2.0053, 2.1681], [2.2135, 1.0685, 3.4024], [1.4019, -0.9981, 1.9181], [0.4552, -0.3463, 3.2143], [-0.2575, -0.5689, 0.7041], [0.4247, -0.1876, -2.5199], [1.3277, -0.2207, -1.7195], [-0.3664, 0.8895, -2.7278], [-1.4471, 0.8778, -3.6848], [-0.1058, 2.0763, -1.9296], [0.1573, -1.0602, -3.1493], [-1.2960, 1.6471, -4.4503], [-2.3934, 1.0661, -3.1813], [-1.5020, -0.0924, -4.1718], [0.9077, 2.4384, -2.1096], [-0.1928, 1.8412, -0.8663], [-0.8229, 2.8508, -2.1971], [3.9563, 4.1832, 4.6011], [3.7025, 3.0040, 4.5901], [5.0240, 4.7167, 3.9598], [5.3164, 6.1283, 3.9746], [5.8911, 3.8005, 3.2303], [3.3382, 4.9367, 5.1281], [5.3100, 6.5365, 2.9599], [6.2989, 6.3170, 4.4170], [4.5644, 6.6517, 4.5633], [5.3262, 3.2697, 2.4644], [6.3053, 3.0510, 3.9042], [6.6982, 4.3657, 2.7675], [-5.0773, 0.0273, -5.2461], [-4.1356, 0.0072, -4.4750], [-5.8745, 1.0925, -5.4310], [-6.9859, 1.0768, -6.3589], [-5.5994, 2.2982, -4.6641], [-5.3565, -0.8421, -5.8662], [-6.8541, 1.8423, -7.1261], [-7.9245, 1.2651, -5.8340], [-7.0459, 0.1044, -6.8430], [-4.5948, 2.6624, -4.8800], [-5.6587, 2.0890, -3.5961], [-6.3266, 3.0624, -4.9254], [-2.4076, -2.2046, -1.6939], [-1.7972, -2.2617, -0.6492], [-2.9927, -3.2646, -2.2988], [-3.7348, -3.1612, -3.5386], [-2.8616, -4.5614, -1.6580], [-2.5492, -1.2578, -2.2429], [-4.7644, -3.4978, -3.3839], [-3.2706, -3.7874, -4.3059], [-3.7527, -2.1301, -3.8868], [-3.2900, -4.5354, -0.6552], [-1.8100, -4.8343, -1.5636], [-3.3789, -5.3098, -2.2545], [0.5598, -3.1308, 4.5734], [0.5266, -1.9253, 4.6875], [1.7079, -3.8183, 4.4111], [1.7367, -5.2522, 4.2648], [2.9600, -3.0598, 4.3628], [-0.3464, -3.7654, 4.5560], [2.3313, -5.7098, 5.0609], [2.1726, -5.5312, 3.3022], [0.7228, -5.6477, 4.3157], [3.0994, -2.5063, 5.2912], [2.9525, -2.3383, 3.5434], [3.7873, -3.7513, 4.2220]]
}


Record 3
{
  "formula": "C19H43Cl2F3P2Pm",
  "method": "ωB97M-V/def2-TZVPD",
  "spin_multiplicity": 5,
  "energy_ha": -3260.9127,
  "lumo_energy_ha": [0.0991, 0.0992],
  "total_charge": -1,
  "elements": ["Pm", "Cl", "P", "C", "C", "C", "C", "H", "C", "H", "H", "H", "H", "H", "H", "H", "C", "C", "H", "H", "H", "H", "H", "H", "C", "H", "C", "H", "H", "H", "H", "H", "H", "Cl", "H", "P", "C", "C", "C", "C", "H", "C", "H", "H", "H", "H", "H", "H", "H", "C", "C", "H", "H", "H", "H", "H", "H", "C", "H", "C", "H", "H", "H", "H", "H", "H", "F", "C", "F", "F"],
  "xyz": [[-0.1316, -0.2200, 1.1988], [0.4839, -1.1431, -1.0778], [-0.0568, 0.5094, 4.0309], [0.6932, 2.1354, 4.4957], [-1.5757, 0.3856, 5.0625], [1.1613, -0.7275, 4.6761], [0.3912, 3.2052, 3.4373], [1.7702, 1.9110, 4.4652], [0.3633, 2.6523, 5.8969], [-0.6874, 2.9540, 5.9893], [0.9780, 3.5460, 6.0739], [0.5978, 1.9321, 6.6882], [0.8436, 2.9598, 2.4685], [0.8261, 4.1601, 3.7674], [-0.6881, 3.3433, 3.2890], [2.1250, -0.3335, 4.3117], [0.9407, -2.1206, 4.0604], [1.2325, -0.8010, 6.1983], [1.5664, 0.1388, 6.6505], [1.9683, -1.5716, 6.4681], [0.2739, -1.0881, 6.6458], [1.0699, -2.1593, 2.9620], [-0.0434, -2.5322, 4.3296], [1.7119, -2.7867, 4.4746], [-2.6417, 1.3181, 4.4703], [-1.2756, 0.7280, 6.0660], [-2.1316, -1.0393, 5.1398], [-2.3225, 2.3661, 4.4164], [-3.5432, 1.2647, 5.0965], [-2.9215, 0.9887, 3.4591], [-2.3477, -1.4240, 4.1326], [-3.0854, -1.0087, 5.6868], [-1.4672, -1.7401, 5.6573], [-2.4887, -1.1413, 1.3732], [-0.6800, 1.5688, 1.1911], [0.0084, -0.4150, -4.2880], [1.6593, -1.1207, -4.8209], [-1.2443, -1.3411, -5.3159], [0.0960, 1.2890, -5.0374], [2.1600, -2.1363, -3.7894], [2.3109, -0.2293, -4.7774], [1.7224, -1.7241, -6.2237], [1.1165, -2.6369, -6.3001], [2.7677, -2.0058, -6.4103], [1.4246, -1.0281, -7.0150], [2.1971, -1.6921, -2.7890], [3.1693, -2.4660, -4.0663], [1.5095, -3.0199, -3.7428], [1.1171, 1.6057, -4.7545], [-0.9043, 2.2160, -4.3298], [-0.0234, 1.3603, -6.5590], [0.7779, 0.8138, -7.0685], [0.0663, 2.4149, -6.8530], [-0.9944, 0.9964, -6.9206], [-0.7879, 2.1584, -3.2401], [-1.9435, 1.9693, -4.5853], [-0.7150, 3.2512, -4.6406], [-1.3331, -2.7977, -4.8435], [-0.8553, -1.3032, -6.3473], [-2.6306, -0.6898, -5.2659], [-0.3967, -3.3550, -4.9640], [-2.1036, -3.3114, -5.4333], [-1.6311, -2.8415, -3.7847], [-2.9682, -0.5634, -4.2261], [-3.3452, -1.3544, -5.7703], [-2.6734, 0.2806, -5.7728], [2.9653, 0.9283, 0.5362], [2.4570, 0.3231, 1.6662], [3.1502, -0.8862, 1.7671], [2.9653, 1.0806, 2.7138]]
}